# 1
Formula: C23H26I2N3O4V
Source: the OMol25 dataset
Level of theory: wB97M-V/def2-TZVPD

CARTESIAN COORDINATES (ANGSTROEM)
V (0.452, 0.281, -0.662)
C (1.402, -4.456, 1.796)
N (1.151, -3.740, 0.551)
C (0.856, -4.546, -0.632)
C (1.125, -2.414, 0.480)
O (0.883, -1.786, -0.558)
C (1.368, -1.621, 1.759)
O (1.096, -0.276, 1.421)
C (0.895, 0.616, 2.500)
C (0.191, 1.826, 1.894)
O (0.092, 1.884, 0.662)
N (-0.325, 2.735, 2.715)
C (-1.087, 3.859, 2.180)
C (-0.216, 2.664, 4.166)
H (0.485, -4.585, 2.375)
H (2.147, -3.950, 2.406)
H (1.794, -5.440, 1.553)
H (0.046, -5.238, -0.404)
H (1.739, -5.114, -0.925)
H (0.558, -3.896, -1.447)
H (2.401, -1.736, 2.101)
H (0.699, -1.960, 2.557)
H (1.851, 0.903, 2.950)
H (0.273, 0.150, 3.269)
H (-1.148, 3.776, 1.101)
H (-0.598, 4.797, 2.447)
H (-2.092, 3.851, 2.604)
H (0.634, 2.062, 4.476)
H (-1.128, 2.258, 4.608)
H (-0.064, 3.669, 4.555)
C (2.917, 0.530, -2.908)
C (3.227, 0.002, -1.659)
C (3.273, 0.835, -0.541)
C (2.990, 2.191, -0.682)
C (2.679, 2.714, -1.930)
C (2.648, 1.884, -3.042)
H (2.873, -0.119, -3.772)
H (3.459, -1.051, -1.561)
H (3.560, 0.438, 0.425)
H (3.010, 2.849, 0.179)
H (2.452, 3.766, -2.033)
H (2.387, 2.286, -4.011)
I (-0.891, 1.488, -5.459)
C (-2.036, 0.775, -3.879)
C (-3.413, 0.550, -4.047)
C (-4.192, 0.079, -3.024)
I (-6.230, -0.222, -3.370)
C (-3.616, -0.195, -1.760)
C (-4.305, -0.683, -0.626)
C (-3.627, -0.906, 0.539)
C (-2.248, -0.649, 0.593)
N (-1.565, -0.196, -0.438)
C (-2.232, 0.036, -1.610)
C (-1.415, 0.530, -2.672)
O (-0.134, 0.717, -2.438)
H (-3.859, 0.756, -5.011)
H (-5.368, -0.875, -0.690)
H (-4.133, -1.279, 1.418)
H (-1.695, -0.824, 1.511)

Forces on atoms 1 to 6 (eV/Å):
V 0.4852 -0.0293 -0.0472
C 0.0059 -0.0036 -0.0014
N 0.1560 -0.0410 -0.0578
C -0.0239 -0.0144 -0.0071
C -0.1882 0.0569 0.0743
O -0.1043 0.0308 0.0474

- Electronic energy: -78818.2050 eV
- Frontier orbital gap (alpha / beta): 6.65 / 5.90 eV
- Charge: +1
- Maximum force: 0.5 eV/Å
- Energy relative to the best compared isomer or geometry (same formula, charge and spin): 0.0000 eV
- Multiplicity: 2


# 2
Formula: C23H26N2O2
Source: the OMol25 dataset
Level of theory: wB97M-V/def2-TZVPD

CARTESIAN COORDINATES (ANGSTROEM)
O (-0.817, -2.227, 1.331)
C (-0.376, -1.165, 0.623)
C (-0.870, 0.109, 0.819)
C (-1.986, 0.363, 1.807)
N (-3.341, 0.346, 1.295)
C (-3.853, -0.927, 0.836)
C (-3.594, -1.223, -0.647)
C (-4.128, -0.079, -1.503)
C (-3.482, 1.227, -1.053)
C (-3.749, 1.441, 0.443)
C (-0.298, 1.161, 0.091)
C (0.702, 0.993, -0.837)
C (1.324, 2.234, -1.433)
O (2.096, 2.959, -0.491)
C (3.342, 2.382, -0.168)
C (3.255, 1.119, 0.656)
C (2.383, 1.056, 1.736)
C (2.250, -0.113, 2.462)
C (3.007, -1.225, 2.132)
C (3.902, -1.159, 1.079)
C (4.022, 0.006, 0.342)
C (1.172, -0.315, -1.106)
C (2.154, -0.665, -2.057)
C (2.552, -1.969, -2.184)
C (1.971, -2.941, -1.356)
N (1.046, -2.668, -0.479)
C (0.636, -1.389, -0.347)
H (-0.306, -2.991, 1.008)
H (-1.933, -0.404, 2.585)
H (-1.833, 1.342, 2.272)
H (-3.423, -1.715, 1.456)
H (-4.939, -0.913, 1.001)
H (-2.523, -1.336, -0.823)
H (-4.083, -2.162, -0.915)
H (-3.918, -0.264, -2.559)
H (-5.213, -0.010, -1.382)
H (-2.407, 1.181, -1.238)
H (-3.890, 2.070, -1.615)
H (-3.260, 2.354, 0.790)
H (-4.831, 1.565, 0.583)
H (-0.642, 2.166, 0.296)
H (1.936, 2.001, -2.313)
H (0.537, 2.933, -1.734)
H (3.862, 3.159, 0.404)
H (3.917, 2.185, -1.087)
H (1.796, 1.927, 1.986)
H (1.554, -0.157, 3.286)
H (2.899, -2.140, 2.694)
H (4.501, -2.021, 0.822)
H (4.714, 0.048, -0.488)
H (2.592, 0.091, -2.691)
H (3.300, -2.256, -2.906)
H (2.271, -3.979, -1.423)

Forces on atoms 1 to 6 (eV/Å):
O -0.1146 0.1127 0.0133
C 0.0445 0.4592 0.0222
C 0.0071 -0.5234 0.1799
C -0.0406 -0.1145 0.0572
N -0.0084 0.0687 0.1182
C 0.0160 -0.2334 -0.0687

- Electronic energy: -31348.3915 eV
- Frontier orbital gap: 7.89 eV
- Charge: 0
- SMILES: Oc1c(CN2CCCCC2)cc(COCc2ccccc2)c2cccnc12
- Maximum force: 0.6 eV/Å
- Energy relative to the best compared isomer or geometry (same formula, charge and spin): 2.2821 eV


# 3
Formula: C23H26N2O7S
Source: the OMol25 dataset
Level of theory: wB97M-V/def2-TZVPD

CARTESIAN COORDINATES (ANGSTROEM)
C (3.500, -2.019, 2.421)
S (3.735, -0.795, 1.125)
O (3.888, 0.533, 1.732)
O (4.914, -1.153, 0.319)
C (2.234, -0.867, 0.086)
C (0.962, -1.105, 0.629)
C (-0.165, -1.136, -0.201)
C (-0.050, -0.923, -1.583)
C (-1.232, -0.920, -2.467)
C (-2.380, -1.678, -2.414)
C (-2.708, -2.799, -1.505)
C (-1.740, -3.761, -1.168)
C (-2.059, -4.841, -0.338)
C (-3.355, -4.976, 0.168)
C (-4.330, -4.031, -0.161)
C (-4.008, -2.954, -0.993)
C (-3.237, -1.200, -3.497)
O (-4.336, -1.678, -3.750)
O (-2.655, -0.189, -4.179)
C (-1.352, 0.033, -3.623)
C (1.225, -0.664, -2.112)
C (2.354, -0.643, -1.290)
H (3.273, -2.986, 1.971)
H (2.686, -1.705, 3.075)
H (4.421, -2.093, 3.002)
H (0.826, -1.242, 1.700)
H (-1.140, -1.307, 0.245)
H (-0.733, -3.681, -1.566)
H (-1.301, -5.580, -0.096)
H (-3.606, -5.817, 0.808)
H (-5.341, -4.136, 0.222)
H (-4.785, -2.239, -1.248)
H (-1.251, 1.069, -3.284)
H (-0.583, -0.165, -4.376)
H (1.363, -0.488, -3.174)
H (3.335, -0.444, -1.723)
C (3.389, 3.802, 2.377)
N (2.167, 3.211, 1.832)
C (1.877, 3.135, 0.528)
O (2.628, 3.590, -0.332)
C (0.529, 2.513, 0.108)
C (0.041, 3.083, -1.229)
O (-0.196, 4.472, -1.110)
N (-0.553, 2.651, 1.097)
C (-0.677, 1.961, 2.228)
C (-1.889, 2.267, 3.074)
O (0.139, 1.129, 2.599)
H (4.190, 3.060, 2.354)
H (3.226, 4.121, 3.406)
H (3.694, 4.661, 1.777)
H (1.560, 2.708, 2.465)
H (0.718, 1.455, -0.039)
H (0.783, 2.900, -2.007)
H (-0.887, 2.585, -1.511)
H (0.668, 4.905, -1.096)
H (-1.249, 3.353, 0.893)
H (-2.791, 2.082, 2.494)
H (-1.856, 3.310, 3.383)
H (-1.880, 1.626, 3.955)

Forces on atoms 1 to 6 (eV/Å):
C -0.3885 0.0373 -0.2420
S 2.4645 1.7064 -0.4008
O -1.1647 -1.5583 -0.2880
O -1.9968 -0.4409 0.5983
C -0.2650 -0.1786 -0.0200
C 0.0790 0.0075 -0.1635

- Electronic energy: -52421.4203 eV
- Frontier orbital gap: 8.30 eV
- Charge: 0
- SMILES: CS(=O)(=O)c1ccc(C2=C(c3ccccc3)C(=O)OC2)cc1.CNC(=O)[C@H](CO)NC(C)=O
- Maximum force: 3.0 eV/Å
- Energy relative to the best compared isomer or geometry (same formula, charge and spin): 0.4081 eV


# 4
Formula: C23H26N4O2S
Source: the OMol25 dataset
Level of theory: wB97M-V/def2-TZVPD

CARTESIAN COORDINATES (ANGSTROEM)
C (6.473, 1.686, -1.893)
C (6.129, 1.626, -0.407)
N (4.708, 1.375, -0.211)
C (4.164, 0.155, -0.456)
O (4.789, -0.740, -0.993)
C (2.736, 0.012, -0.067)
C (2.173, 0.663, 1.030)
C (0.849, 0.466, 1.351)
C (0.040, -0.382, 0.586)
O (-1.241, -0.492, 1.009)
C (-2.160, -1.336, 0.328)
C (-3.305, -1.629, 1.296)
C (-4.371, -2.477, 0.592)
N (-4.877, -1.906, -0.635)
C (-5.981, -0.970, -0.532)
C (-5.654, 0.448, -0.119)
C (-5.526, 1.464, -1.064)
C (-5.208, 2.742, -0.637)
C (-5.032, 2.968, 0.719)
C (-5.190, 1.896, 1.583)
N (-5.494, 0.676, 1.179)
C (-3.812, -1.549, -1.543)
C (-2.720, -0.662, -0.927)
C (0.605, -1.043, -0.503)
C (1.938, -0.851, -0.809)
C (6.904, 0.567, 0.316)
N (6.722, 0.299, 1.561)
C (7.517, -0.709, 1.984)
C (8.345, -1.226, 1.040)
S (8.113, -0.422, -0.459)
H (7.528, 1.910, -2.027)
H (6.249, 0.727, -2.353)
H (5.881, 2.458, -2.378)
H (6.350, 2.592, 0.065)
H (4.168, 2.059, 0.291)
H (2.775, 1.297, 1.665)
H (0.404, 0.954, 2.205)
H (-1.669, -2.284, 0.059)
H (-3.742, -0.688, 1.630)
H (-2.922, -2.160, 2.168)
H (-5.208, -2.649, 1.269)
H (-3.934, -3.450, 0.333)
H (-6.685, -1.384, 0.193)
H (-6.468, -0.943, -1.514)
H (-5.674, 1.254, -2.113)
H (-5.102, 3.548, -1.349)
H (-4.782, 3.948, 1.096)
H (-5.070, 2.014, 2.652)
H (-4.245, -1.054, -2.415)
H (-3.349, -2.484, -1.881)
H (-1.928, -0.490, -1.659)
H (-3.129, 0.307, -0.640)
H (0.023, -1.715, -1.113)
H (2.384, -1.372, -1.643)
H (7.451, -1.029, 3.008)
H (9.061, -2.017, 1.133)

Forces on atoms 1 to 6 (eV/Å):
C -0.0358 0.0509 0.1595
C -0.2262 -0.0012 -0.3334
N 0.0555 0.3276 0.0887
C -0.2097 0.2594 0.0378
O 0.0904 -0.1662 -0.1689
C -0.2407 -0.2511 0.0243

- Electronic energy: -45164.0944 eV
- Frontier orbital gap: 9.08 eV
- Charge: 0
- SMILES: C[C@@H](NC(=O)c1ccc(OC2CCN(Cc3ccccn3)CC2)cc1)c1nccs1
- Maximum force: 0.8 eV/Å
- Energy relative to the best compared isomer or geometry (same formula, charge and spin): 1.9117 eV